This record from the Open Molecules 2025 dataset describes 16 unconnected molecules or ions with the total composition C21H74N2O16 at a distorted geometry. The level of theory is ωB97M-V/def2-TZVPD.

Properties
HOMO = -0.3413 hartree
E = -58707.9919 eV
ΔE to the lowest compared entry with this formula, charge and spin = 71.8 kJ/mol
strongest force on any atom = 0.1446 Eh/bohr

Cartesian coordinates (Å):
C  1.56415  0.72806  -5.34743
C  0.32031  1.46175  -4.90383
O  -0.39983  0.61677  -4.02946
H  2.19181  0.30964  -4.47483
H  2.11197  1.45793  -5.94298
H  1.32902  -0.25694  -5.98959
H  -0.35729  1.62577  -5.80658
H  0.54214  2.47583  -4.41166
H  -0.88294  1.13939  -3.43245
C  -3.93879  -2.28753  2.87518
C  -3.26907  -1.83536  1.57331
O  -2.81690  -2.91955  0.66436
H  -4.62089  -3.11337  2.61773
H  -4.54664  -1.48368  3.35283
H  -3.31177  -2.55277  3.69084
H  -2.48682  -1.17467  1.72686
H  -4.01593  -1.14800  1.05877
H  -3.04705  -3.79229  1.04473
C  3.99048  -3.70693  0.21505
C  2.49249  -3.44682  0.35435
O  2.27367  -2.39646  1.16945
H  4.51899  -2.86125  -0.08186
H  4.07743  -4.51109  -0.41003
H  4.48355  -3.97160  1.16612
H  2.02707  -4.35728  0.65780
H  2.10000  -3.30748  -0.65595
H  1.33413  -2.40208  1.39535
C  -5.34785  1.95819  1.50250
C  -4.20799  2.43199  0.69527
O  -2.95138  1.76278  0.93606
H  -5.31790  0.82068  1.61510
H  -6.34960  2.12873  1.06597
H  -5.32615  2.39217  2.40941
H  -4.15528  3.53898  0.83059
H  -4.53648  2.14027  -0.28790
H  -2.28290  2.33227  0.54135
C  0.24177  0.02924  1.20992
C  -0.46363  -0.49316  -0.05139
O  -0.11186  0.37695  -1.08029
H  -0.17856  0.94923  1.48894
H  1.25343  0.12026  0.89043
H  0.15828  -0.45531  2.18344
H  -1.50750  -0.33600  0.11189
H  -0.13944  -1.51881  -0.24051
H  0.79226  0.08343  -1.33317
C  -1.65510  3.47134  -1.34462
O  -2.07436  2.93430  -2.51734
N  -0.89027  2.89364  -0.45323
N  -2.24812  4.53351  -0.95058
H  -0.50355  1.98083  -0.83962
H  -0.39782  3.28779  0.33884
H  -2.97237  4.93654  -1.47051
H  -2.20177  4.81534  -0.00321
C  -2.03484  0.59991  4.04772
O  -3.15837  1.38338  3.58598
H  -1.66695  0.97536  4.89464
H  -1.29060  0.85142  3.33689
H  -2.00336  -0.51505  4.01298
H  -3.07973  1.33602  2.60701
C  -0.51574  -4.33994  -1.00276
O  -1.09729  -5.60074  -1.00758
H  -0.16442  -4.31325  0.02567
H  -1.14914  -3.51241  -1.28160
H  0.20222  -4.29310  -1.76719
H  -1.22854  -5.93860  -1.89505
C  2.33639  1.05060  3.55511
O  3.02055  -0.14072  3.49743
H  2.88410  1.76538  4.00346
H  1.33503  0.92290  3.93240
H  2.27831  1.48874  2.56733
H  2.96092  -0.30500  2.61167
C  -0.21932  -3.07910  3.39801
O  -0.35996  -3.03173  1.98891
H  -1.26149  -2.95053  3.72421
H  0.33660  -2.25815  3.72612
H  0.04667  -4.02432  3.80612
H  -0.64831  -3.83081  1.59963
C  4.08471  2.11625  0.37136
O  5.01959  1.23076  0.98124
H  4.34709  2.12338  -0.65216
H  4.06638  3.08540  0.64831
H  3.10722  1.70485  0.42504
H  5.15380  0.52637  0.38938
C  3.26388  -0.39116  -1.37635
O  4.66188  -0.59066  -1.19660
H  2.96148  0.61651  -1.71663
H  2.53332  -0.64706  -0.57659
H  3.00580  -1.16137  -2.11210
H  5.04194  -0.83308  -2.06361
C  -3.69763  -0.58204  -1.90567
O  -3.19192  -1.88582  -2.03436
H  -4.61116  -0.58225  -1.36245
H  -4.18029  -0.35791  -2.84069
H  -2.97612  0.09253  -1.41033
H  -3.07367  -2.34325  -1.11282
C  2.15713  3.14832  -2.18559
O  1.91112  4.12120  -1.17194
H  2.22076  3.52349  -3.22554
H  1.48960  2.26562  -2.33224
H  3.19582  2.79392  -2.12388
H  2.61289  4.75941  -1.28115
C  1.57697  4.22685  2.45791
O  0.91927  3.47572  1.45522
H  1.40435  5.25722  2.54131
H  2.65980  4.08075  2.38083
H  1.33347  3.72548  3.38627
H  1.40720  3.41773  0.61050
C  1.50891  -2.68989  -3.45608
O  0.74228  -1.77225  -2.67785
H  2.33527  -3.12400  -2.88635
H  1.93277  -2.29831  -4.31145
H  0.97546  -3.51989  -3.66779
H  0.28875  -1.15822  -3.25770